DFT (ωB97M-V with the def2-TZVPD basis set) results for the molecule C4H7NO2 at a distorted geometry.

Cartesian coordinates (Å):
O 0.05078 1.23586 -0.76638
O 2.22617 -2.09320 1.34657
N 1.15736 -0.67454 -0.13648
C -1.14731 -0.83754 -0.90944
C -0.50368 2.05347 0.22404
C 1.22684 -1.73757 0.76319
C -0.09348 -0.11685 -0.50754
H 0.27394 -2.23393 0.92891
H -1.58566 1.82454 0.19783
H 2.05205 -0.17315 -0.14052
H 0.03247 2.04619 1.14330
H -2.15443 -0.43630 -1.10906
H -0.48050 3.04525 -0.17307
H -1.05454 -1.90223 -0.86136

Cartesian forces, eV/Å:
0.4 -1.2 0.1
-0.2 0.3 -0.5
0.2 -1.1 1.4
-0.3 0.5 0.9
-1.8 0.5 -1.3
0.3 0.2 0.0
0.9 0.5 -2.0
-0.4 -0.1 0.0
0.4 0.0 1.2
-0.9 0.3 -0.4
0.1 -0.4 1.0
0.9 0.1 0.0
0.4 0.8 -0.2
-0.1 -0.4 0.0

**LUMO**: 0.8 eV
**SMILES string**: C=C(NC=O)OC
**E_HOMO**: -0.340 Eh
**E_tot**: -361.8041 hartree
**HOMO-LUMO gap**: 0.369 Ha

***

DFT (ωB97M-V with the def2-TZVPD basis set) results for a 3-piece molecular cluster, C22H37N2O8S3 overall at a distorted geometry.

Cartesian coordinates (Å):
S -1.01921 1.76871 -4.59664
S 1.56825 -0.55691 2.47955
S 3.60476 1.94591 -0.50907
O -3.52537 1.39955 -1.67697
O -2.39471 -0.60335 1.28364
O 1.98477 -2.78051 0.01519
O -0.66631 -1.97952 0.95837
O 1.60187 -3.30406 -1.22228
O 6.68473 0.47702 -2.17738
O -7.88479 -1.69237 1.20086
O -3.30353 -0.15420 -3.27650
N 1.90563 3.79686 2.05785
N 2.96682 -0.53735 -0.01789
C -7.30725 -2.13926 2.42661
C 9.02557 0.64199 -2.73318
C 3.78401 0.17316 -0.76295
C -0.23651 -0.39750 2.71769
C -1.27056 1.04539 -2.92710
C 0.99216 4.78977 2.08574
C -2.38258 -0.28555 -0.14907
C 2.02588 0.19795 0.87663
C -6.46878 -3.38232 2.16964
C 0.50340 2.88136 0.28509
C 2.65388 1.62599 1.02254
C -4.89294 0.08458 0.01621
C -3.52702 0.76415 -0.37863
C 1.67026 2.82808 1.14425
C -0.51623 3.92743 0.30866
C -8.41003 -2.41562 3.43667
C -0.22587 4.96603 1.31838
C -2.78290 0.70800 -2.62930
C 3.15353 -2.01468 -0.20383
C -1.10420 -1.05622 1.58957
C 7.95084 -1.57638 -2.25727
C 7.97513 -0.09410 -1.91921
H -5.76262 0.58261 -0.46743
H 0.31372 2.13203 -4.55061
H -7.08377 -4.18795 1.75817
H 9.02456 1.70587 -2.48816
H -2.48389 -1.22418 -0.74968
H 3.58095 -2.20903 -1.21807
H 8.81471 0.56228 -3.80383
H -0.89459 5.84077 1.46396
H -0.99352 1.83857 -2.17408
H 0.37344 2.05304 -0.45647
H 7.18397 -2.09173 -1.67278
H 3.19318 1.60956 2.00378
H 10.02261 0.24127 -2.54407
H -6.66671 -1.33358 2.79351
H -9.09027 -3.18879 3.06757
H 1.02123 0.29924 0.37134
H -7.99709 -2.74289 4.39325
H -0.57979 0.65936 2.88703
H 8.17792 0.03622 -0.85431
H 7.70382 -1.73098 -3.31195
H 1.20754 5.60906 2.81917
H -8.45372 -2.39619 0.86631
H -1.39658 0.22967 -0.33207
H 3.92214 -2.34838 0.54820
H -9.00992 -1.51881 3.60370
H 4.54978 -0.20635 -1.48665
H 8.91570 -2.04316 -2.05410
H -4.81748 -1.00888 -0.21245
H -0.67220 0.12643 -2.71165
H -1.39458 3.95771 -0.36577
H -5.99782 -3.73843 3.08848
H -0.48614 -0.94594 3.66950
H 1.15436 -2.55686 -1.66554
H -5.68756 -3.17287 1.43514
H -4.96555 0.15716 1.13713
H 6.49564 0.36779 -3.11839
H -3.35418 1.58433 0.37594

Cartesian forces, eV/Å:
0.2 -0.2 0.0
0.6 -0.3 0.4
0.9 -2.4 0.2
1.6 -0.6 -0.1
1.8 0.8 0.2
1.2 1.3 0.2
0.2 0.5 0.3
-0.5 0.0 -1.2
-0.6 0.0 0.3
0.2 0.3 -0.1
0.2 0.2 0.3
-1.0 -0.5 -1.3
1.3 -0.4 -1.5
-0.4 -0.6 -0.1
0.0 0.3 0.1
-0.9 2.4 1.0
-1.8 0.8 -0.3
0.0 1.3 2.0
-1.1 1.4 0.2
0.0 0.9 -0.2
-2.0 1.3 -0.5
0.3 0.1 0.0
-0.6 0.3 -0.2
-1.0 0.5 1.1
0.9 0.0 0.2
-0.7 -0.4 1.9
-2.5 0.3 -0.6
2.9 0.5 2.5
-0.1 0.2 0.2
0.9 -2.5 -1.4
-0.2 -0.6 -1.4
0.6 -1.6 1.3
-0.2 -1.2 -0.5
-0.2 -0.1 0.2
0.4 -0.3 -0.6
0.7 -0.5 0.4
-0.9 -0.4 0.4
-0.1 0.0 0.1
0.0 -0.1 0.1
0.1 0.9 0.5
-0.6 0.3 0.8
0.0 -0.1 0.0
0.7 -0.8 0.0
-0.1 -0.8 -0.7
0.1 0.9 0.6
0.1 0.0 0.1
0.4 0.3 -1.2
0.0 0.0 0.0
-0.1 0.1 -0.2
0.1 -0.1 0.0
1.1 -0.3 0.0
-0.1 0.0 0.0
0.5 -0.9 -0.2
-0.2 0.1 0.0
0.1 0.1 0.0
-0.1 -0.9 -0.7
0.0 0.1 0.1
-0.8 -0.6 -0.2
-0.8 0.4 -0.5
0.1 0.0 0.0
-0.8 0.1 0.7
-0.1 0.0 0.0
-0.5 0.9 -0.1
-0.6 0.6 -0.5
0.8 -0.2 0.5
0.0 0.0 0.0
0.6 0.4 -0.9
-0.2 -0.4 0.2
0.0 0.0 0.1
-0.1 0.0 -1.1
0.2 0.1 0.0
0.0 -0.6 -0.9

**LUMO**: -4.4 eV
**E_HOMO**: -0.429 Eh
**E_tot**: -2766.0155 hartree
**HOMO-LUMO gap**: 0.269 Ha
**Charge**: +1

***

DFT (ωB97M-V with the def2-TZVPD basis set) results for a 2-piece molecular cluster, CFIO overall at a distorted geometry.

Cartesian coordinates (Å):
I 0.67351 1.79373 0.96258
F 1.44042 0.33280 -0.08547
O -1.08153 -1.21687 0.10345
C -1.03241 -0.90966 -0.98056

Cartesian forces, eV/Å:
0.4 -0.7 -0.5
-0.3 0.8 0.5
0.0 0.1 -0.4
0.0 -0.1 0.4

**LUMO**: -1.7 eV
**E_HOMO**: -0.385 Eh
**E_tot**: -510.8584 hartree
**HOMO-LUMO gap**: 0.321 Ha